{"formula": "C2H4OS", "method": "ωB97M-V/def2-TZVPD", "symbols": ["C", "C", "H", "H", "H", "H", "O", "S"], "coordinates": [[-0.515015, 0.190949, -0.112164], [0.874102, 0.424437, -0.349947], [-0.336058, -1.959298, 0.888376], [-1.518594, 0.796681, -0.541674], [-0.359741, 0.748491, 0.978968], [0.931922, 1.505393, -0.231324], [-1.180181, -1.079190, -0.404780], [2.103562, -0.627466, -0.227453]], "atomic_forces_ev_per_a": [[-5.51, -0.15, -0.38], [0.62, 0.32, 0.23], [-1.81, 1.79, -3.48], [3.36, -0.34, 0.54], [-1.32, -1.80, -1.38], [1.10, 0.33, -0.52], [4.05, -0.35, 5.28], [-0.48, 0.19, -0.30]], "nbo_charge": [-0.160, -0.304, 0.341, 0.255, 0.223, 0.200, -0.591, 0.038], "e_above_lowest_kcal_mol": 153.3, "homo_lumo_gap_ev": 7.32, "lumo_energy_ev": -1.687, "charge": 0, "homo_energy_ev": -9.008, "fmax_ev_per_a": 6.665, "spin_multiplicity": 1}

{"formula": "C2H4OS", "method": "ωB97M-V/def2-TZVPD", "symbols": ["C", "C", "O", "S", "H", "H", "H", "H"], "coordinates": [[-1.705024, 0.034131, -1.200213], [1.203717, -0.027669, 0.867619], [-1.804217, 1.134122, -0.815578], [1.104473, -1.053981, -0.530692], [-2.395829, -0.694079, -1.640911], [0.208256, -0.303063, 1.280581], [1.252402, 1.020585, 0.592768], [2.136221, -0.110044, 1.446423]], "atomic_forces_ev_per_a": [[1.30, -0.20, 0.26], [0.33, 0.55, 0.22], [-0.68, 0.27, -0.06], [0.73, -0.90, -1.15], [-0.94, 0.08, -0.24], [0.83, 0.69, 0.84], [-0.82, 0.32, -0.26], [-0.76, -0.81, 0.38]], "lowdin_spin": [0.570, 0.121, 0.263, 0.885, 0.110, 0.034, 0.018, 0.000], "e_above_lowest_kcal_mol": 9.5, "homo_lumo_gap_ev": [8.24, 6.94], "lumo_energy_ev": [0.885, -1.723], "charge": 0, "homo_energy_ev": [-7.356, -8.665], "s2": 2.006, "fmax_ev_per_a": 1.627, "spin_multiplicity": 3}